# 1
Below is a cluster of 2 separate species, Br2HPS in total at a distorted geometry, with properties calculated with wB97M-V/def2-TZVPD.

Last column: Mulliken charge in e.
CARTESIAN COORDINATES (ANGSTROEM)
P 3.7313 0.1784 -1.3985  0.183
S -1.1981 -1.2949 0.5756  -0.172
Br 4.1264 1.6445 0.2269  -0.112
Br 4.2403 -1.6445 -0.3483  -0.070
H -1.2637 0.0272 0.0232  0.171

relative energy (zero: lowest compared OMol25 entry of this formula, charge and spin)	222.51	kJ/mol
gap between HOMO and LUMO (alpha / beta)	8.58 / 5.96	eV
2S+1	1
HOMO energy (alpha / beta)	-10.17 / -8.48	eV

# 2
Below is a cluster of 7 separate species, C13H26Cl8O9 in total at a distorted geometry, with properties calculated with wB97M-V/def2-TZVPD.

Last column: Mulliken charge in e.
CARTESIAN COORDINATES (ANGSTROEM)
C -19.3361 -11.2351 6.0475  0.404
Cl -17.7248 -11.9748 5.8738  -0.178
Cl -20.4458 -11.6319 4.7016  -0.178
H -19.7320 -11.5541 6.9948  0.307
H -19.2189 -10.1726 6.1087  -0.385
C -19.1294 -9.5711 10.4573  -0.249
Cl -18.0606 -10.9052 9.9174  -0.154
Cl -19.5096 -8.5188 9.0214  -0.050
H -20.0340 -9.9611 10.8696  0.345
H -18.6155 -9.0584 11.2842  0.078
C -15.6666 -8.5710 11.6904  0.418
Cl -16.9036 -7.3119 11.6132  -0.199
Cl -15.9145 -9.6010 13.1295  -0.181
H -15.8566 -9.2363 10.8269  -0.033
H -14.6369 -8.1042 11.6406  0.070
C -15.7730 -8.3223 7.0609  -0.023
Cl -16.3150 -6.8958 7.9805  -0.108
Cl -14.4518 -9.1125 7.9778  -0.189
H -16.5475 -9.0782 6.9169  0.015
H -15.3000 -8.0301 6.1129  0.315
C -18.7478 -9.0319 2.6416  -0.717
O -18.6296 -8.6233 4.0368  -0.202
C -19.3733 -7.5775 4.3518  0.686
O -20.0135 -6.9638 3.5055  -0.588
O -19.2893 -7.2886 5.6557  -0.101
C -20.1356 -6.2109 6.0502  -0.749
H -19.8142 -9.0685 2.4591  0.334
H -18.3114 -10.0511 2.6467  0.230
H -18.2405 -8.3953 1.9250  0.288
H -19.8682 -6.0315 7.1140  0.171
H -21.2051 -6.4379 6.0089  0.328
H -19.9246 -5.3061 5.5115  0.358
C -12.5355 -6.3570 6.1026  -0.283
O -12.2953 -7.4609 5.2236  -0.296
C -11.2233 -8.1414 5.3235  0.772
O -10.9070 -9.0823 4.5967  -0.628
O -10.3499 -7.6864 6.2599  -0.298
C -9.1051 -8.2863 6.3456  -0.740
H -12.4581 -6.6207 7.1238  -0.024
H -13.5588 -5.9961 5.9830  0.246
H -11.7949 -5.5882 5.8702  0.385
H -8.5922 -8.0311 5.4468  0.383
H -9.1129 -9.3784 6.4678  0.292
H -8.5988 -7.7550 7.1547  0.218
C -14.1689 -4.7145 10.3644  -0.397
O -13.1049 -5.3285 9.5677  -0.332
C -12.6264 -6.4120 10.1338  0.918
O -13.0125 -6.8294 11.1945  -0.679
O -11.7209 -6.9961 9.4134  -0.257
C -11.2179 -8.2093 10.0045  -0.735
H -14.5863 -3.8971 9.7760  0.215
H -13.8361 -4.3804 11.3219  0.284
H -14.8907 -5.5133 10.4857  0.050
H -10.8062 -7.9998 10.9600  0.367
H -10.4219 -8.6048 9.3843  0.179
H -12.0307 -8.8866 10.1874  0.293

relative energy (zero: lowest compared OMol25 entry of this formula, charge and spin)	0.00	kJ/mol
gap between HOMO and LUMO	10.98	eV
2S+1	1
HOMO energy	-10.53	eV
SMILES string	COC(=O)OC.COC(=O)OC.COC(=O)OC.ClCCl.ClCCl.ClCCl.ClCCl

# 3
Below is an isolated molecule of C6H9NO at a distorted geometry, with properties calculated with wB97M-V/def2-TZVPD.

Last column: Mulliken charge in e.
CARTESIAN COORDINATES (ANGSTROEM)
C 1.3924 0.8152 -0.9402  -0.597
C -1.6059 -0.8556 1.0193  -1.351
C 0.2754 0.6719 0.0859  0.582
C -0.2603 -0.6713 0.3639  0.454
C -0.1715 1.7890 0.6933  -1.124
O 1.0366 1.8034 -1.9062  -0.511
N 0.9961 -2.6823 -0.3593  -0.526
C 0.4054 -1.7328 -0.0083  0.332
H 0.1410 1.5771 -2.2098  0.322
H 0.4364 -3.5371 -0.2595  0.302
H 2.3171 1.1350 -0.4469  0.303
H 1.6130 -0.1011 -1.4927  0.330
H -2.0806 0.0672 1.3555  0.304
H -2.2981 -1.3306 0.3145  0.289
H -1.5138 -1.5108 1.8933  0.305
H 0.2583 2.7577 0.4434  0.295
H -0.9416 1.8052 1.4538  0.293

relative energy (zero: lowest compared OMol25 entry of this formula, charge and spin)	342.29	kJ/mol
gap between HOMO and LUMO	7.71	eV
2S+1	1
HOMO energy	-7.41	eV
SMILES string	C=C(CO)C(C)=C=N

# 4
Below is an isolated molecule of C22H20FN3O2S, with properties calculated with wB97M-V/def2-TZVPD.

Last column: Mulliken charge in e.
CARTESIAN COORDINATES (ANGSTROEM)
O -4.1966 0.3799 1.9431  -0.650
C -4.0158 -0.7346 1.4952  0.628
N -3.0475 -1.0675 0.5987  -0.187
C -2.0987 -0.2423 -0.0191  0.749
C -2.0488 1.1361 0.1631  -0.665
C -1.0986 1.8898 -0.4914  -0.375
C -0.1554 1.3077 -1.3487  0.983
C -0.2119 -0.0798 -1.5157  -0.569
C -1.1676 -0.8340 -0.8669  -1.260
H -1.1835 -1.9056 -1.0162  0.288
H 0.4967 -0.5955 -2.1447  0.234
N 0.7467 2.1149 -2.0153  0.139
C 1.2256 3.3261 -1.3669  -0.797
H 0.6140 4.1898 -1.6607  0.321
C 2.6837 3.6073 -1.7384  -1.165
N 3.4832 2.4030 -1.6432  0.233
C 4.5560 2.4109 -0.8099  0.782
O 4.8347 3.4056 -0.1537  -0.710
C 5.4239 1.2277 -0.6876  0.080
C 6.4616 1.2010 0.2098  -0.562
C 7.2171 0.0168 0.1696  -0.556
C 6.7592 -0.8570 -0.7653  -0.315
S 5.3945 -0.2496 -1.6042  -0.065
H 7.1373 -1.8282 -1.0175  0.439
H 8.0637 -0.1757 0.8035  0.404
H 6.6556 2.0267 0.8698  0.465
C 3.0123 1.2726 -2.4154  -0.502
H 2.9052 0.3990 -1.7622  0.666
C 1.6422 1.6071 -3.0191  -1.660
H 1.7534 2.3671 -3.7997  0.388
H 1.2180 0.7223 -3.4903  0.415
H 3.7203 1.0247 -3.2166  0.458
H 3.1096 4.3318 -1.0417  0.420
H 2.7580 4.0177 -2.7510  0.334
H 1.1532 3.2050 -0.2810  0.577
H -1.1044 2.9582 -0.3486  0.422
H -2.7619 1.6125 0.8140  0.502
H -2.9597 -2.0462 0.3636  0.176
C -4.8615 -1.8948 1.9207  0.168
C -5.2068 -2.9359 1.0632  -0.353
C -6.0168 -3.9661 1.5047  -0.655
C -6.4725 -3.9445 2.8110  0.366
C -6.1588 -2.9141 3.6798  -0.556
C -5.3584 -1.8861 3.2217  -0.412
H -5.1045 -1.0569 3.8639  0.413
H -6.5432 -2.9249 4.6872  0.431
F -7.2528 -4.9543 3.2445  -0.318
H -6.3011 -4.7765 0.8521  0.441
H -4.8773 -2.9363 0.0340  0.414

relative energy (zero: lowest compared OMol25 entry of this formula, charge and spin)	0.00	kJ/mol
gap between HOMO and LUMO	7.87	eV
2S+1	1
HOMO energy	-7.47	eV
SMILES string	O=C(Nc1ccc(N2CCN(C(=O)c3cccs3)CC2)cc1)c1ccc(F)cc1

# 5
Below is an isolated molecule of C15H14 at a distorted geometry, with properties calculated with wB97M-V/def2-TZVPD.

Last column: Mulliken charge in e.
CARTESIAN COORDINATES (ANGSTROEM)
C -2.4824 0.1646 3.1545  -0.525
C -2.8455 -0.2913 1.9101  -0.532
C -1.1532 0.4210 3.3958  -0.788
C -1.9807 -0.5002 0.8498  -0.701
C -0.2487 0.2076 2.3540  -0.084
C -0.6127 -0.1944 1.0732  -0.449
C 1.3739 -1.9352 -1.4403  -0.658
C 0.2034 -1.6884 -0.8807  -0.526
C 1.4516 0.4189 -2.0314  0.254
C 0.2536 0.7133 -1.2173  0.208
C 1.6520 1.0923 -3.1615  -1.207
C -0.6211 1.6822 -1.3910  -1.086
C 1.7972 -0.1647 0.1567  -1.969
C 2.2204 -0.6250 -1.2366  0.456
C 0.3232 -0.4237 -0.0247  2.251
H -3.2658 0.2265 3.8090  0.491
H -3.9444 -0.5532 1.8055  0.239
H -0.7000 0.8506 4.2805  0.376
H -2.3314 -0.7947 -0.0203  0.685
H 0.8274 0.4495 2.5024  0.289
H 1.7077 -2.7510 -2.1844  0.302
H -0.7391 -2.3078 -0.9985  0.260
H 2.4797 0.7877 -3.9158  0.223
H 1.1535 1.9302 -3.5047  0.297
H -1.5123 1.6859 -0.7615  0.402
H -0.3904 2.3984 -2.2564  0.151
H 2.2368 -0.7169 0.8827  0.505
H 1.8920 0.8352 0.3820  0.558
H 3.2556 -0.9171 -1.5311  0.578

gap between HOMO and LUMO	9.60	eV
2S+1	1
HOMO energy	-8.66	eV
SMILES string	C=C1C(=C)[C@@]2(c3ccccc3)C=C[C@@H]1C2

# 6
Below is a structure of composition C43H43N2OP2SiY at a distorted geometry, with properties calculated with wB97M-V/def2-TZVPD.

Last column: Mulliken charge in e.
CARTESIAN COORDINATES (ANGSTROEM)
Y 1.0166 0.2590 0.0562  0.766
C -0.5633 -3.2711 -1.7019  -1.552
Si -0.8005 -1.7178 -0.7564  0.294
C -1.9570 -2.0710 0.7324  1.265
C -2.6758 -3.2709 0.8455  -0.843
C -3.6313 -3.4422 1.8495  -0.777
C -4.0002 -2.3755 2.6862  -0.812
C -3.3345 -1.1428 2.5982  -0.642
C -2.2994 -1.0583 1.6643  -0.287
P -1.3270 0.4937 1.5118  2.046
C -2.4628 1.8558 1.4706  0.189
C -2.3747 2.9245 2.3608  -0.246
C -3.1507 4.0763 2.1492  -0.840
C -3.9916 4.0861 1.0675  -0.568
C -4.0704 3.0238 0.1405  -0.821
C -3.2984 1.8772 0.3606  -0.223
C -0.2006 0.6520 2.9662  0.117
C 0.7472 1.6626 2.8601  -0.057
C 1.7165 1.8213 3.8011  -0.938
C 1.7772 0.9748 4.9124  -0.695
C 0.8188 -0.0273 5.0490  -0.756
C -0.1665 -0.2099 4.0689  -0.793
C -1.9738 -0.7632 -1.9239  0.555
C -3.3182 -1.2232 -2.0691  -0.337
C -4.1790 -0.6895 -3.0209  -0.817
C -3.7620 0.3941 -3.8212  -0.985
C -2.4883 0.9248 -3.5912  -0.630
C -1.6003 0.3197 -2.7116  0.510
P 0.0896 0.9162 -2.5875  1.271
C -0.0748 2.6985 -2.5211  0.591
C -0.0349 3.5034 -3.6452  -0.441
C -0.0860 4.8878 -3.4487  -0.650
C -0.2141 5.4427 -2.1720  -0.854
C -0.3846 4.6211 -1.0696  -0.662
C -0.2621 3.2357 -1.2574  0.411
C 0.9925 0.4808 -4.0591  0.743
C 0.5357 -0.4438 -4.9887  -0.581
C 1.3544 -0.8440 -6.0230  -0.636
C 2.6493 -0.3923 -6.1137  -0.560
C 3.0882 0.5676 -5.2207  -0.578
C 2.2801 1.0183 -4.2120  -0.699
H -1.5515 -3.6415 -1.9792  0.481
H 0.0103 -4.0466 -1.2030  0.397
H -0.0298 -3.1209 -2.6232  0.414
H -2.5187 -4.1219 0.1436  0.343
H -4.1743 -4.3896 1.9430  0.423
H -4.7891 -2.4515 3.3951  0.487
H -3.6174 -0.2864 3.1984  0.532
H -1.6609 2.9031 3.1925  0.404
H -3.1209 4.9124 2.8406  0.480
H -4.6657 4.9299 0.9134  0.406
H -4.7217 3.1595 -0.7015  0.500
H -3.3247 1.0300 -0.2950  0.269
H 0.6285 2.3559 2.0077  0.545
H 2.4869 2.5830 3.7105  0.508
H 2.5705 1.0923 5.6443  0.475
H 0.7763 -0.7020 5.9015  0.470
H -0.9213 -0.9689 4.2461  0.494
H -3.6680 -2.0506 -1.4381  0.377
H -5.1649 -1.1269 -3.1567  0.439
H -4.3970 0.7798 -4.6180  0.458
H -2.1359 1.7598 -4.1337  0.658
H 0.1315 3.0769 -4.6258  0.509
H 0.0089 5.5215 -4.3377  0.422
H -0.2033 6.5321 -2.0811  0.407
H -0.5401 5.0809 -0.1247  0.557
H -0.4286 2.5776 -0.3710  -0.510
H -0.4759 -0.8271 -4.8704  0.368
H 0.8590 -1.4805 -6.7536  0.420
H 3.3070 -0.6523 -6.9727  0.360
H 4.0435 1.0361 -5.3640  0.435
H 2.6446 1.7995 -3.5610  0.423
C 1.2195 -3.4384 1.7096  -0.396
N 2.5034 -2.9310 2.0908  0.430
C 3.2204 -3.7185 3.1072  -0.686
C 4.3137 -2.8957 3.7470  -0.624
C 5.2216 -2.3432 2.6910  -0.665
N 4.4336 -1.6477 1.6779  0.118
C 5.0063 -0.5052 1.0257  -1.091
C 3.1443 -1.9620 1.4241  0.475
O 2.4855 -1.2733 0.5608  -1.136
H 1.2579 -4.4880 1.4195  0.427
H 0.8801 -2.8808 0.8216  -0.808
H 0.4878 -3.3150 2.5280  0.400
H 3.5937 -4.6322 2.6269  0.327
H 2.4924 -4.0655 3.8692  0.365
H 4.9154 -3.5033 4.3928  0.399
H 3.8650 -2.0610 4.3248  0.213
H 5.8160 -3.1464 2.1944  0.250
H 5.9124 -1.6178 3.1210  0.527
H 4.6591 0.4560 1.4566  0.240
H 4.7582 -0.5136 -0.0376  0.324
H 6.0724 -0.5561 1.0866  0.483

net charge	+2
relative energy (zero: lowest compared OMol25 entry of this formula, charge and spin)	0.00	kJ/mol
gap between HOMO and LUMO	6.95	eV
2S+1	1
HOMO energy	-12.46	eV